Density functional theory data (ωB97M-V/def2-TZVPD) for the molecule C3H7NO3.

```
14
Properties=species:S:1:pos:R:3:forces:R:3
N 0.060235 -1.741870 0.431123 -0.15 -0.55 -0.50
C -0.104337 -0.320788 0.441953 0.86 0.00 0.43
C 1.232780 0.491762 0.552498 -0.72 -0.14 0.59
O 1.458361 1.009730 1.850012 0.20 0.06 0.54
C -0.835825 0.208761 -0.778467 -0.31 -0.24 -0.28
O -1.169923 1.348799 -0.947005 -0.01 0.10 0.17
O -1.011749 -0.741269 -1.718791 0.08 -0.30 0.02
H 0.094866 -2.278120 1.284379 0.13 0.39 -0.20
H 0.543689 -2.131000 -0.367035 -0.07 -0.04 0.39
H -0.646468 -0.086438 1.352507 -0.41 0.42 -0.13
H 1.172994 1.377163 -0.060772 0.09 0.19 -0.29
H 2.018260 -0.169877 0.213741 0.45 -0.09 -0.09
H 1.689665 0.363121 2.536689 -0.13 -0.06 -0.76
H -1.448426 -0.357055 -2.491111 0.00 0.26 0.10
```
Forces are in eV/Å.

## Properties
SMILES	N[C@@H](CO)C(=O)O
lowest unoccupied orbital energy	0.711	eV
calculated total energy	-398.98264	Eh
E_HOMO	-9.1	eV

Mulliken charges, unit e, in atom order:
1 N -0.529
2 C 0.483
3 C -0.552
4 O -0.556
5 C 0.262
6 O -0.555
7 O -0.460
8 H 0.200
9 H 0.171
10 H 0.273
11 H 0.352
12 H 0.254
13 H 0.303
14 H 0.355


Density functional theory data (ωB97M-V/def2-TZVPD) for the ion C9H15N4 with charge +1 at a distorted geometry.

```
28
Properties=species:S:1:pos:R:3:forces:R:3
H 3.815617 -2.308240 -0.334086 -0.84 0.88 0.89
N 3.438386 -1.539382 0.279921 2.98 -1.55 -0.11
C 2.441944 -0.936279 -0.049215 -3.37 1.96 -0.05
N 1.562494 -1.283912 -1.139396 -0.29 -0.91 1.48
N 0.392240 -0.497130 -1.227518 1.96 3.58 -2.67
C 0.268804 0.244670 0.080922 2.27 -1.99 3.01
C -0.493322 -0.773017 1.091622 0.90 2.28 -0.89
C -1.856316 -1.023002 0.524562 -1.10 -2.77 0.13
C -2.684187 0.231041 0.214796 3.37 0.39 3.39
C -1.871336 1.172243 -0.619177 -1.56 4.18 -0.55
C -0.444918 1.509151 -0.131683 -1.27 -0.87 -0.92
C 1.770305 0.279050 0.672351 -0.91 -1.34 0.76
C 2.522479 1.516308 0.576633 -0.37 -0.73 -0.57
N 3.145681 2.460569 0.431734 0.34 0.78 -0.02
H 2.144288 -1.364505 -1.917825 0.13 -0.17 -2.31
H -0.470198 -0.981636 -1.410732 -0.35 -1.09 0.03
H 0.451160 0.259032 -2.069541 -0.04 -1.89 2.26
H -0.656865 -0.151351 1.998718 0.43 -0.45 -0.30
H 0.126732 -1.673482 1.359368 -0.71 0.85 -0.49
H -2.310388 -1.542385 1.374345 -0.58 -0.25 -0.39
H -1.829135 -1.842177 -0.271974 -0.16 1.10 0.54
H -3.592149 0.072044 -0.257571 -1.90 -0.56 -0.37
H -2.760343 0.701227 1.311874 -0.49 -0.67 -2.43
H -1.988655 1.030987 -1.740940 0.45 -0.18 1.21
H -2.402298 2.201103 -0.437425 0.73 -1.64 -0.90
H 0.031615 2.149577 -0.845304 0.56 0.33 -0.59
H -0.466275 2.077834 0.762163 -0.17 0.37 1.10
H 1.714636 0.011662 1.773391 -0.01 0.35 -1.24
```
Forces are in eV/Å.

## Properties
SMILES	[H]/N=C1\N[NH2+]C2(CCCCC2)[C@@H]1C#N
lowest unoccupied orbital energy	-3.568	eV
calculated total energy	-570.61409	Eh
net charge	+1
E_HOMO	-14.4	eV

Mulliken charges, unit e, in atom order:
1 H 0.296
2 N -0.480
3 C -0.057
4 N -0.628
5 N 0.347
6 C -0.012
7 C -0.714
8 C -1.038
9 C -0.535
10 C -0.527
11 C -1.110
12 C 0.414
13 C -0.076
14 N -0.386
15 H 0.284
16 H 0.423
17 H 0.531
18 H 0.431
19 H 0.392
20 H 0.439
21 H 0.396
22 H 0.390
23 H 0.255
24 H 0.300
25 H 0.338
26 H 0.503
27 H 0.423
28 H 0.400


Density functional theory data (ωB97M-V/def2-TZVPD) for a cluster of 3 separate species, C5H16O2 in total at a distorted geometry.

```
23
Properties=species:S:1:pos:R:3:forces:R:3
C -0.367004 0.995480 1.160090 0.63 -0.67 -2.00
C 0.161925 0.055294 -0.004231 -0.09 0.16 -0.26
C 1.255002 0.773382 -0.854364 -1.12 0.92 1.13
C 1.057876 0.653187 -2.371707 -0.39 -1.68 0.77
C 2.605923 0.567583 -0.225267 1.46 1.14 0.38
H -1.448873 1.100625 1.091658 -0.04 -0.05 0.46
H 0.030350 0.672152 2.114434 -0.31 0.07 0.28
H 0.081632 1.947688 0.908480 -0.22 0.48 0.47
H 0.495447 -0.876102 0.471932 0.38 0.08 -0.32
H -0.576910 -0.263835 -0.753062 -0.20 0.42 0.95
H 1.061822 1.853720 -0.679916 0.05 -0.47 0.06
H 0.087269 0.174400 -2.563756 0.02 0.27 0.08
H 1.752144 -0.108659 -2.739117 0.34 0.74 -0.68
H 0.988763 1.634277 -2.827349 0.75 -0.15 -0.48
H 2.593717 0.901147 0.829379 -0.40 -0.48 -0.18
H 3.313844 1.310568 -0.615521 0.15 -0.33 -0.41
H 3.101807 -0.407672 -0.247444 -0.46 -0.09 -0.27
O -2.547061 -1.034880 -0.586847 -0.72 0.18 -0.86
H -2.294019 -1.743232 -0.010553 0.28 -0.67 0.70
H -2.918633 -1.492740 -1.354724 0.01 0.24 0.19
O -1.523734 -1.596127 2.553849 -0.49 0.44 -0.77
H -1.545887 -0.803450 1.981702 -0.04 -0.53 0.50
H -0.706558 -1.504760 3.035699 0.41 -0.02 0.26
```
Forces are in eV/Å.

## Properties
SMILES	CCC(C)C.O.O
lowest unoccupied orbital energy	0.753	eV
calculated total energy	-350.53898	Eh
E_HOMO	-10.5	eV

Mulliken charges, unit e, in atom order:
1 C -1.728
2 C -0.016
3 C 0.707
4 C -1.255
5 C -1.439
6 H 0.380
7 H 0.318
8 H 0.524
9 H 0.361
10 H 0.153
11 H -0.031
12 H 0.329
13 H 0.301
14 H 0.317
15 H 0.340
16 H 0.410
17 H 0.350
18 O -0.614
19 H 0.309
20 H 0.286
21 O -0.670
22 H 0.346
23 H 0.323


Density functional theory data (ωB97M-V/def2-TZVPD) for a cluster of 3 separate species, C3H12N2O3 in total at a distorted geometry.

```
20
Properties=species:S:1:pos:R:3:forces:R:3
C -1.959603 -0.541211 -1.433307 0.84 -0.64 -0.95
C -0.972839 -0.681248 -0.291112 0.41 0.51 -0.20
N -0.137120 -1.876192 -0.390591 -0.06 -0.16 -0.34
C 0.035146 0.475520 -0.239480 -0.98 0.48 0.92
N 0.153617 1.335918 -1.265885 0.25 -0.14 0.14
O 0.630942 0.674469 0.819618 0.45 -0.04 -0.47
H -1.392674 -0.754787 -2.351130 -0.08 0.23 -0.11
H -2.363349 0.461012 -1.519279 -0.24 0.03 0.18
H -2.747221 -1.291152 -1.467356 -0.16 0.08 0.52
H -1.486520 -0.607238 0.656523 -0.20 -0.04 0.41
H -0.592041 -2.600501 -0.922660 -0.11 -0.17 0.01
H 0.128491 -2.246605 0.510724 -0.02 0.10 0.04
H 0.770990 2.115231 -1.109646 0.10 0.00 -0.21
H -0.257297 1.195253 -2.167728 -0.06 -0.07 -0.05
O 3.188650 -0.149719 -0.306149 0.22 0.25 0.03
H 2.599947 -0.664128 -0.865449 -0.14 -0.05 0.12
H 2.608219 0.379037 0.262844 -0.03 -0.30 -0.13
O -1.153802 0.886340 2.852528 -0.01 0.05 -0.06
H -0.301148 0.950816 2.382389 -0.30 -0.17 0.20
H -0.973359 0.901044 3.795322 0.12 0.03 -0.04
```
Forces are in eV/Å.

## Properties
SMILES	C[C@@H](N)C(N)=O.O.O
lowest unoccupied orbital energy	0.686	eV
calculated total energy	-456.75907	Eh
E_HOMO	-9.7	eV

Mulliken charges, unit e, in atom order:
1 C -1.761
2 C 0.894
3 N -0.627
4 C 0.118
5 N -0.274
6 O -0.805
7 H 0.484
8 H 0.392
9 H 0.364
10 H 0.211
11 H 0.223
12 H 0.230
13 H 0.289
14 H 0.189
15 O -0.641
16 H 0.297
17 H 0.366
18 O -0.642
19 H 0.387
20 H 0.306


Density functional theory data (ωB97M-V/def2-TZVPD) for a cluster of 2 separate species, C5H15NOS in total at a distorted geometry.

```
23
Properties=species:S:1:pos:R:3:forces:R:3
C -2.832457 0.549409 -1.270587 0.16 0.17 1.55
N -1.925885 -0.436463 -0.606697 0.25 0.30 -1.65
C -1.114948 0.155921 0.505705 -1.76 -0.06 -0.19
C 0.106945 -0.637584 0.819124 0.80 -1.10 1.33
C 1.033248 0.094815 1.849302 0.36 -0.59 -0.43
S 2.746941 -0.703975 1.910893 -1.15 0.71 -0.48
C 3.328696 0.053472 0.355558 0.05 0.43 -0.07
H -2.276741 1.260371 -1.904875 -0.08 -0.35 0.25
H -3.245727 1.097102 -0.406962 -0.45 0.46 -0.66
H -3.669292 0.134391 -1.857172 0.61 -0.25 0.34
H -2.429510 -1.309073 -0.402479 0.58 0.80 0.35
H -0.775713 1.193493 0.321812 -0.66 -0.41 -0.59
H -1.832176 0.180723 1.348571 0.66 0.35 0.25
H 0.635591 -0.949512 -0.102127 -0.24 0.46 0.66
H -0.209402 -1.554577 1.352501 0.23 0.08 -0.46
H 0.591334 0.032789 2.862369 0.36 0.00 -0.49
H 1.152581 1.166573 1.599204 0.10 -0.49 0.07
H 4.351347 -0.268965 0.097040 -0.47 0.00 0.33
H 3.336615 1.142636 0.529495 0.11 -0.40 -0.27
H 2.665415 -0.161504 -0.499114 0.21 0.00 0.44
O 0.307592 0.003975 -2.223528 0.31 -0.73 -0.46
H 0.681726 -0.900175 -2.327425 -0.53 0.99 0.03
H -0.626182 -0.143842 -1.950609 0.55 -0.37 0.15
```
Forces are in eV/Å.

## Properties
SMILES	CNCCCSC.O
lowest unoccupied orbital energy	0.922	eV
calculated total energy	-727.65039	Eh
E_HOMO	-8.5	eV

Mulliken charges, unit e, in atom order:
1 C -0.766
2 N -0.437
3 C -0.756
4 C -0.134
5 C -0.850
6 S -0.102
7 C -0.699
8 H 0.246
9 H 0.328
10 H 0.306
11 H 0.217
12 H 0.347
13 H 0.416
14 H 0.230
15 H 0.181
16 H 0.401
17 H 0.359
18 H 0.343
19 H 0.230
20 H 0.185
21 O -0.706
22 H 0.309
23 H 0.351


Density functional theory data (ωB97M-V/def2-TZVPD) for a structure of composition C15H15CeNO2 at a distorted geometry.

```
34
Properties=species:S:1:pos:R:3:forces:R:3
C 0.165495 -1.354250 -1.874281 -1.57 -2.94 2.89
C -1.169183 -1.297005 -1.234258 3.79 -2.95 0.96
C -1.138127 -2.162336 -0.038274 2.66 -0.13 -2.91
C 0.225584 -2.745558 0.072793 -1.80 0.85 -3.70
C 1.030308 -2.254867 -1.078256 -4.47 0.14 -0.28
Ce 0.650407 -0.394392 0.516532 -0.41 3.44 0.69
C -1.254356 2.246646 -1.209880 -3.43 -4.08 3.69
C -0.152896 2.420273 -1.893405 -0.26 -0.48 0.15
C 0.722050 2.624019 -2.842511 -0.81 2.31 -2.35
N 1.829629 0.971431 -0.258395 -0.67 -0.05 0.62
H -1.943856 -2.317475 0.616144 -0.82 -0.19 0.81
H -1.990939 -0.758055 -1.585081 -1.05 0.77 -0.40
H 0.571442 -3.337306 0.864736 0.41 -0.87 0.92
H 2.043242 -2.452018 -1.260012 1.19 -0.22 -0.24
H 0.441076 -0.830540 -2.734476 0.45 0.74 -1.03
H -2.115294 1.459197 -1.552072 2.56 1.61 0.01
H 2.624816 1.281945 -0.697145 2.40 1.26 -1.60
H -1.445401 1.972944 0.088080 1.06 2.38 -3.73
H 0.317973 3.192034 -3.801313 0.77 -0.52 2.23
H 1.799137 2.618403 -2.808907 -0.04 -1.23 0.16
O 1.101268 -0.432282 2.713228 -1.54 1.14 3.27
C 0.065100 0.278154 3.127333 0.84 -0.76 -3.26
O -0.767885 0.747570 2.266754 0.92 -0.39 2.39
C -0.047608 0.485031 4.579986 -0.17 0.23 0.30
C -0.849974 1.505906 5.095251 0.21 -0.26 0.36
C -0.873263 1.705379 6.479418 0.14 -0.25 0.00
C -0.124793 0.864654 7.321785 0.04 -0.05 -0.30
C 0.665070 -0.165472 6.782226 -0.25 0.26 -0.06
C 0.711169 -0.346740 5.401702 -0.06 0.09 0.40
H -1.425244 2.117973 4.398382 0.19 -0.15 0.25
H -1.475297 2.514212 6.901471 0.20 -0.29 -0.08
H -0.153469 1.009768 8.404795 0.00 0.00 -0.35
H 1.249851 -0.826593 7.424294 -0.21 0.26 -0.06
H 1.326367 -1.120148 4.932959 -0.25 0.36 0.21
```
Forces are in eV/Å.

## Properties
lowest unoccupied orbital energy (alpha / beta)	2.809 / 2.807	eV
calculated total energy	-1260.78443	Eh
net charge	-1
⟨S²⟩	0.7537
multiplicity	2
E_HOMO (alpha / beta)	-2.1 / -3.3	eV

Mulliken charges, unit e, in atom order:
1 C -0.521
2 C -0.629
3 C -0.755
4 C -0.716
5 C -0.538
6 Ce 0.295
7 C -0.581
8 C 0.669
9 C -0.808
10 N -0.400
11 H 0.513
12 H 0.700
13 H 0.548
14 H 0.515
15 H 0.432
16 H 0.089
17 H -0.001
18 H 0.154
19 H 0.187
20 H 0.302
21 O -0.651
22 C 0.938
23 O -0.683
24 C 0.129
25 C -0.334
26 C -0.484
27 C -0.346
28 C -0.490
29 C -0.386
30 H 0.411
31 H 0.354
32 H 0.348
33 H 0.357
34 H 0.382


What did the fourth record say?
Density functional theory data (ωB97M-V/def2-TZVPD) for a cluster of 3 separate species, C3H12N2O3 in total at a distorted geometry.

```
20
Properties=species:S:1:pos:R:3:forces:R:3
C -1.959603 -0.541211 -1.433307 0.84 -0.64 -0.95
C -0.972839 -0.681248 -0.291112 0.41 0.51 -0.20
N -0.137120 -1.876192 -0.390591 -0.06 -0.16 -0.34
C 0.035146 0.475520 -0.239480 -0.98 0.48 0.92
N 0.153617 1.335918 -1.265885 0.25 -0.14 0.14
O 0.630942 0.674469 0.819618 0.45 -0.04 -0.47
H -1.392674 -0.754787 -2.351130 -0.08 0.23 -0.11
H -2.363349 0.461012 -1.519279 -0.24 0.03 0.18
H -2.747221 -1.291152 -1.467356 -0.16 0.08 0.52
H -1.486520 -0.607238 0.656523 -0.20 -0.04 0.41
H -0.592041 -2.600501 -0.922660 -0.11 -0.17 0.01
H 0.128491 -2.246605 0.510724 -0.02 0.10 0.04
H 0.770990 2.115231 -1.109646 0.10 0.00 -0.21
H -0.257297 1.195253 -2.167728 -0.06 -0.07 -0.05
O 3.188650 -0.149719 -0.306149 0.22 0.25 0.03
H 2.599947 -0.664128 -0.865449 -0.14 -0.05 0.12
H 2.608219 0.379037 0.262844 -0.03 -0.30 -0.13
O -1.153802 0.886340 2.852528 -0.01 0.05 -0.06
H -0.301148 0.950816 2.382389 -0.30 -0.17 0.20
H -0.973359 0.901044 3.795322 0.12 0.03 -0.04
```
Forces are in eV/Å.

## Properties
SMILES	C[C@@H](N)C(N)=O.O.O
lowest unoccupied orbital energy	0.686	eV
calculated total energy	-456.75907	Eh
E_HOMO	-9.7	eV

Mulliken charges, unit e, in atom order:
1 C -1.761
2 C 0.894
3 N -0.627
4 C 0.118
5 N -0.274
6 O -0.805
7 H 0.484
8 H 0.392
9 H 0.364
10 H 0.211
11 H 0.223
12 H 0.230
13 H 0.289
14 H 0.189
15 O -0.641
16 H 0.297
17 H 0.366
18 O -0.642
19 H 0.387
20 H 0.306


Which of these has the highest calculated total energy?
C5H16O2


What is the formula in the fifth record?
C5H15NOS


Look up the calculated total energy of the fifth one.
-727.65039 Eh